ORCA calculation (the ωB97M-V functional and the def2-TZVPD basis) on a cluster of 9 separate species, C13H44O9 in total in a non-equilibrium geometry.

```
66
Properties=species:S:1:pos:R:3:forces:R:3
C 1.48765 3.06079 -2.48909 -1.8 -0.2 1.4
C 1.52043 2.96155 -0.94046 1.1 2.0 0.1
C 1.84875 4.28447 -0.22637 1.0 0.4 -0.8
O 0.31088 2.55994 -0.32655 -0.9 -1.1 -0.8
H 0.67806 3.74885 -2.73245 0.2 0.5 -0.2
H 1.08201 2.12833 -2.88163 0.6 -0.3 -0.2
H 2.43162 3.38402 -2.92788 -0.1 -0.2 0.2
H 2.35648 2.32011 -0.66173 -0.2 -0.6 0.1
H 1.20135 5.15133 -0.35873 -0.8 -0.5 -0.2
H 2.78160 4.67081 -0.63697 0.5 -0.1 0.4
H 1.94300 4.09138 0.84225 0.2 0.1 0.0
H 0.54132 2.47540 0.60155 0.3 -0.1 0.7
C 3.80908 -0.80529 -2.69437 0.1 0.4 -1.3
C 3.31229 -2.20213 -2.39229 0.2 0.7 1.6
C 2.73142 -2.07960 -1.00615 0.7 -1.2 1.6
O 2.38706 -2.59275 -3.34992 -0.9 0.2 -1.6
H 2.99995 -0.12877 -2.41914 0.1 0.3 -0.3
H 4.05306 -0.70168 -3.75164 -0.3 0.1 -0.2
H 4.72712 -0.47852 -2.20597 -0.2 -0.5 0.5
H 4.15912 -2.88698 -2.34824 0.0 -0.3 -0.1
H 2.37869 -3.02248 -0.58821 -0.3 -0.3 -0.2
H 1.98730 -1.32608 -0.74809 0.1 0.2 -0.8
H 3.61023 -1.90375 -0.38578 0.0 0.4 0.3
H 1.89133 -3.39050 -3.15126 0.5 -0.2 0.5
C -2.14600 -0.32311 -1.95430 -1.3 0.1 1.9
C -1.45813 -1.40083 -2.71680 1.6 2.6 -2.4
C -0.84955 -0.69018 -4.03587 -0.2 -0.9 1.7
O -0.32459 -1.80846 -1.94791 -0.9 -0.6 0.1
H -2.61844 -0.71307 -1.05274 -0.3 -0.5 0.1
H -2.95824 0.20648 -2.45223 0.2 -0.2 -0.5
H -1.50823 0.41913 -1.47428 0.6 0.1 -0.7
H -2.09846 -2.20160 -3.08672 -0.1 -0.3 0.6
H -0.08473 -0.00243 -3.67512 0.0 0.1 0.0
H -1.59201 -0.10391 -4.57728 0.0 -0.4 -0.2
H -0.33395 -1.46915 -4.59755 -0.2 0.2 -0.5
H 0.16835 -2.39658 -2.52473 0.5 0.1 0.1
C -4.41348 -0.27925 2.37422 -1.1 0.9 0.6
C -3.54748 -1.25127 3.18110 0.0 -0.1 -0.7
C -2.38898 -1.73529 2.36778 1.1 0.2 -0.5
O -2.99692 -0.65551 4.39766 -1.2 -0.6 -0.7
H -4.16746 0.77917 2.45961 0.6 -0.1 0.1
H -5.44569 -0.28800 2.72433 -0.1 -0.2 0.4
H -4.54209 -0.46212 1.30740 0.6 -0.5 0.0
H -4.15841 -2.13810 3.34957 -0.3 0.1 0.9
H -1.55229 -1.08121 2.61316 0.1 0.3 -0.7
H -2.62556 -1.68012 1.30519 0.3 -0.1 0.0
H -2.00269 -2.72943 2.59270 -0.5 -0.3 0.2
H -2.21491 -1.19384 4.53997 0.2 0.0 0.5
C 1.51264 -2.37811 2.79135 -1.0 -0.3 0.9
O 1.85439 -1.13686 2.31071 1.2 0.9 -0.4
H 0.43791 -2.43083 2.96535 -0.3 0.0 0.4
H 1.67597 -3.23430 2.13685 0.8 0.0 -0.1
H 2.01775 -2.42978 3.75587 0.0 -0.7 -0.1
H 1.32370 -0.90916 1.54381 -0.5 0.2 -0.3
O -0.03292 -0.29341 0.71407 -0.1 -0.3 0.1
H -0.08777 0.65038 0.56410 0.0 0.4 -0.1
H -0.00820 -0.67482 -0.16351 -0.2 -0.4 -0.6
O 1.08462 1.75408 2.77337 0.8 0.8 -1.0
H 1.21252 0.80710 2.82892 0.2 -0.5 0.1
H 0.15867 1.88362 2.97850 -0.4 -0.2 0.7
O -2.09498 2.45048 1.26101 -0.3 0.0 -0.3
H -1.41741 2.91511 0.76985 0.4 0.2 -0.4
H -2.88212 2.98297 1.14655 -0.3 0.1 0.1
O -1.37573 1.45418 3.57200 0.1 0.2 0.5
H -1.74897 1.59274 2.70152 -0.3 0.3 -0.5
H -1.99994 0.87684 4.01162 -0.3 -0.4 0.4
```
Positions in Å, forces in eV/Å.

Computed properties:
Largest force on an atom (Eh/bohr): 0.075
SMILES: CC(C)O.CC(C)O.CC(C)O.CC(C)O.CO.O.O.O.O
Calculated total energy (eV): -32620.8053
Charge: 0